# 1
# C19H18CuN4S4

C19H18CuN4S4 as an isolated structure (wB97M-V/def2-TZVPD, the Open Molecules 2025 dataset).

Each line ends with the natural charge from an NBO analysis.
Atoms and positions in Å:
Cu  0.5922  2.1904  1.4988  0.713
C  1.0892  4.8945  -0.4204  -0.629
C  0.7632  5.1045  1.0250  0.097
C  0.5970  6.3094  1.6782  -0.349
C  0.3288  6.0015  3.0380  -0.363
C  0.3456  4.6262  3.1358  0.096
C  0.1407  3.7873  4.3595  -0.628
N  0.6144  4.0657  1.9139  -0.701
H  1.1971  5.8632  -0.9112  0.201
H  0.3055  4.3353  -0.9370  0.206
H  2.0165  4.3301  -0.5442  0.210
H  0.6642  7.2899  1.2260  0.188
H  0.1503  6.6972  3.8475  0.189
H  0.2860  4.3935  5.2555  0.202
H  0.8456  2.9525  4.3827  0.208
H  -0.8681  3.3621  4.4064  0.196
S  0.5900  0.2418  2.7410  -0.270
C  -0.3084  -0.9186  1.9114  0.085
N  -1.3291  -0.5280  1.1002  -0.512
C  -2.1003  -1.3827  0.3921  0.075
C  -1.9099  -2.7232  0.4841  -0.293
C  -0.8546  -3.1944  1.2948  -0.135
C  -0.0807  -2.3137  1.9956  -0.264
H  -1.3847  0.4690  0.9181  0.454
H  -2.8567  -0.9393  -0.2389  0.222
H  -2.5192  -3.4059  -0.0892  0.230
H  -0.6387  -4.2549  1.3293  0.224
H  0.7590  -2.6415  2.5911  0.242
S  3.2022  -3.5912  -1.1062  -0.235
C  2.1659  -2.2996  -1.2624  -0.120
S  2.4997  -0.7916  -0.4723  0.417
C  0.9813  -0.0953  -1.0804  -0.110
N  0.3411  -0.9471  -1.8138  -0.363
N  0.9858  -2.1712  -1.9331  -0.272
C  0.2600  -3.1437  -2.6908  0.227
C  -0.9698  -2.7578  -3.2426  -0.256
C  -1.7370  -3.6637  -3.9536  -0.202
C  -1.2992  -4.9674  -4.1454  -0.239
C  -0.0804  -5.3465  -3.6123  -0.206
C  0.7006  -4.4516  -2.8903  -0.268
S  0.4866  1.5014  -0.7713  -0.393
H  -1.3111  -1.7461  -3.0994  0.253
H  -2.6882  -3.3424  -4.3603  0.206
H  -1.8970  -5.6699  -4.7141  0.205
H  0.2800  -6.3589  -3.7494  0.208
H  1.6449  -4.7694  -2.4866  0.257

Forces on the atoms, in the same order (eV/Å):
0.05 -0.27 -0.15
-0.07 -0.07 0.17
0.00 0.09 0.17
-0.02 -0.04 -0.07
-0.02 0.01 0.03
0.11 0.01 0.07
-0.09 0.02 -0.12
-0.06 0.26 -0.09
0.02 -0.03 -0.02
0.00 0.01 -0.06
0.01 0.01 -0.06
0.02 -0.03 0.01
0.02 -0.04 -0.02
0.01 -0.03 0.02
-0.01 0.02 0.05
0.04 -0.04 0.00
0.12 -0.05 0.15
0.02 0.34 0.06
0.05 -0.32 -0.12
-0.08 0.01 -0.06
0.02 -0.20 -0.05
0.05 0.18 -0.02
0.05 -0.19 -0.08
0.02 0.11 -0.04
0.07 0.08 0.00
-0.01 0.06 -0.02
-0.01 0.02 0.05
-0.03 0.00 0.02
0.14 -0.09 0.04
-0.21 0.07 -0.07
-0.41 0.12 -0.10
0.48 -0.69 0.07
-0.30 -0.02 -0.08
0.14 0.11 0.21
-0.14 0.01 -0.02
0.04 0.01 0.08
0.07 -0.01 0.02
-0.05 -0.02 -0.06
-0.02 0.04 0.02
0.04 0.04 0.03
-0.12 0.40 -0.03
0.00 0.02 0.00
0.02 0.01 -0.01
0.01 0.01 0.05
0.02 0.03 0.00
0.02 0.01 0.03

Calculated values
Energy above the lowest of the compared OMol25 structures with the same formula, charge and spin   3.5 kcal per mole
Largest force on an atom   0.839 eV Å⁻¹
LUMO   0.081 Eh
Charge   -1
HOMO-LUMO gap   0.2169 Ha

# 2
# C56H56CoN4O4P2

C56H56CoN4O4P2 as an isolated structure at a distorted geometry (wB97M-V/def2-TZVPD, the Open Molecules 2025 dataset).

Each line ends with the Löwdin charge.
Atoms and positions in Å:
Co  -0.2015  -0.0296  -0.0195  0.376
C  4.5301  -1.8363  3.7013  0.000
C  3.8413  -0.5687  3.1656  -0.433
C  4.5240  0.6853  3.7454  0.008
C  3.9464  -0.5269  1.6548  -0.082
C  5.1987  -0.6632  1.0545  0.018
C  5.3788  -0.6314  -0.3145  -0.017
C  4.2839  -0.4327  -1.1327  -0.058
C  3.0243  -0.2570  -0.5694  -0.271
P  1.6198  0.0639  -1.6324  1.158
C  1.8390  -1.1418  -2.9686  -0.353
C  1.9468  -0.7642  -4.3063  -0.058
C  2.1721  -1.7264  -5.2821  -0.040
C  2.3111  -3.0609  -4.9306  -0.041
C  2.2391  -3.4362  -3.5940  -0.052
C  2.0059  -2.4830  -2.6172  -0.103
C  1.8417  1.6798  -2.4169  -0.357
C  0.8161  2.1414  -3.2437  -0.122
C  0.9336  3.3602  -3.8920  -0.053
C  2.0719  4.1353  -3.7073  -0.047
C  3.0911  3.6881  -2.8777  -0.048
C  2.9804  2.4634  -2.2333  -0.067
C  2.8597  -0.3327  0.8123  -0.154
O  1.5404  -0.2068  1.2970  -0.089
C  1.3421  -0.3800  2.6830  -0.151
C  0.0236  -0.3573  3.1216  -0.276
C  -0.2801  -0.5467  4.4667  -0.049
C  0.7415  -0.7307  5.3755  -0.016
C  2.0486  -0.7285  4.9227  0.024
C  2.3851  -0.5642  3.5780  -0.081
P  -1.2976  -0.0097  1.9788  1.172
C  -2.0029  1.5997  2.3811  -0.316
C  -3.1950  2.0271  1.7896  -0.108
C  -3.7028  3.2834  2.0771  -0.039
C  -3.0257  4.1265  2.9500  -0.036
C  -1.8367  3.7108  3.5336  -0.043
C  -1.3242  2.4534  3.2517  -0.068
C  -2.5455  -1.2860  2.2592  -0.336
C  -3.8863  -1.0198  2.5297  -0.063
C  -4.7709  -2.0696  2.7360  -0.039
C  -4.3275  -3.3834  2.6801  -0.035
C  -2.9840  -3.6528  2.4387  -0.046
C  -2.0987  -2.6099  2.2359  -0.090
H  5.5871  -1.8458  3.4403  0.090
H  4.0665  -2.7365  3.2948  0.102
H  4.4771  -1.8816  4.7880  0.090
H  5.5768  0.7128  3.4628  0.097
H  4.4712  0.6821  4.8347  0.097
H  4.0474  1.5974  3.3813  0.097
H  6.0649  -0.8047  1.6877  0.128
H  6.3655  -0.7590  -0.7385  0.128
H  4.3974  -0.4089  -2.2099  0.130
H  1.8592  0.2732  -4.5979  0.102
H  2.2572  -1.4257  -6.3181  0.122
H  2.5020  -3.8054  -5.6924  0.122
H  2.3930  -4.4712  -3.3158  0.113
H  2.0024  -2.7719  -1.5717  0.102
H  -0.0740  1.5350  -3.4012  0.115
H  0.1427  3.7042  -4.5467  0.122
H  2.1694  5.0819  -4.2240  0.121
H  3.9842  4.2848  -2.7433  0.120
H  3.7883  2.1210  -1.5993  0.106
H  -1.3138  -0.5415  4.7924  0.132
H  0.5264  -0.8724  6.4257  0.129
H  2.8451  -0.8624  5.6429  0.129
H  -3.7363  1.3850  1.1037  0.094
H  -4.6332  3.6031  1.6252  0.122
H  -3.4316  5.1023  3.1832  0.123
H  -1.3134  4.3600  4.2236  0.121
H  -0.4040  2.1355  3.7258  0.109
H  -4.2481  -0.0045  2.6165  0.099
H  -5.8076  -1.8569  2.9617  0.122
H  -5.0208  -4.1963  2.8524  0.123
H  -2.6275  -4.6750  2.4369  0.117
H  -1.0483  -2.8159  2.0946  0.087
O  -5.6572  2.8845  -2.5930  -0.033
C  -5.6508  1.4861  -2.4640  -0.191
C  -4.3539  1.0730  -1.8343  -0.132
C  -4.1728  -0.2150  -1.3332  0.032
C  -2.9600  -0.5697  -0.7836  -0.108
N  -1.9450  0.2969  -0.7054  0.008
C  -2.1258  1.5749  -1.1053  -0.170
C  -3.3064  1.9791  -1.6994  0.086
C  -1.0327  2.4890  -0.7069  -0.182
C  -1.0220  3.8417  -0.9737  0.084
C  0.0106  4.6274  -0.4804  -0.132
C  0.0605  6.0978  -0.7637  -0.190
O  -0.9827  6.4213  -1.6474  -0.035
C  0.9915  4.0084  0.2877  0.041
C  0.9334  2.6497  0.4986  -0.070
N  -0.0570  1.8953  0.0122  0.003
H  -6.4658  3.1731  -3.0291  0.117
H  -5.7284  0.9865  -3.4377  0.149
H  -6.4772  1.1228  -1.8436  0.143
H  -4.9743  -0.9433  -1.3591  0.142
H  -2.7890  -1.5571  -0.3767  0.119
H  -3.4459  3.0021  -2.0173  0.132
H  -1.7976  4.3013  -1.5693  0.133
H  1.0443  6.3362  -1.1841  0.141
H  -0.0288  6.6335  0.1889  0.147
H  -0.9592  7.3608  -1.8566  0.116
H  1.8146  4.5747  0.7054  0.143
H  1.6997  2.1389  1.0639  0.128
C  -2.2010  -4.2607  -1.9125  -0.027
N  -1.2314  -3.1725  -1.8132  -0.114
C  -1.3323  -2.1818  -2.8753  -0.024
C  -0.3658  -3.0553  -0.7740  -0.469
O  -0.0202  -1.9473  -0.2535  -0.108
N  0.1801  -4.1792  -0.2759  -0.100
C  0.2596  -5.4334  -1.0261  -0.019
C  1.0139  -4.1490  0.9219  -0.012
H  -3.1914  -3.8241  -2.0629  0.098
H  -2.2217  -4.8439  -0.9964  0.093
H  -1.9932  -4.9200  -2.7566  0.105
H  -2.3590  -1.8364  -2.9893  0.086
H  -1.0158  -2.6339  -3.8181  0.113
H  -0.6888  -1.3405  -2.6728  0.052
H  0.0668  -5.2620  -2.0805  0.086
H  -0.4313  -6.1828  -0.6398  0.105
H  1.2715  -5.8245  -0.9254  0.102
H  1.0579  -3.1470  1.3281  0.070
H  2.0295  -4.4553  0.6648  0.103
H  0.6277  -4.8448  1.6678  0.107

Forces on the atoms, in the same order (eV/Å):
0.89 -0.16 0.79
0.00 0.01 0.01
0.07 0.03 0.04
0.03 -0.03 0.02
-0.10 -0.02 0.01
0.01 0.01 0.04
0.05 -0.02 -0.06
0.01 0.04 0.01
-0.18 0.04 0.21
-0.75 0.12 -0.48
0.16 0.00 0.02
-0.17 -0.03 0.03
0.01 -0.04 -0.03
0.00 0.03 -0.02
-0.02 -0.02 0.03
0.09 -0.06 0.02
0.14 0.05 0.13
-0.06 -0.03 -0.03
-0.03 0.00 -0.03
0.02 0.01 0.00
0.00 0.01 -0.02
-0.04 -0.03 -0.02
0.23 -0.07 -0.11
0.03 0.02 0.05
-0.06 -0.04 0.09
-0.03 0.08 -0.02
-0.05 0.00 -0.02
0.04 -0.03 0.04
0.00 0.01 0.00
0.05 -0.02 -0.08
-0.29 -0.09 -0.23
0.08 -0.04 0.03
0.00 0.04 -0.09
-0.01 0.02 -0.02
0.01 -0.02 0.00
-0.02 0.03 0.01
0.04 -0.02 0.00
0.13 0.02 0.03
-0.05 0.07 0.01
-0.02 -0.04 0.01
0.02 0.02 0.00
-0.05 -0.03 0.02
-0.01 -0.01 -0.05
-0.02 -0.01 0.01
0.01 0.01 0.01
0.00 0.00 -0.02
-0.02 0.00 0.01
0.00 0.00 -0.02
0.00 -0.01 0.00
-0.03 0.00 -0.01
-0.01 0.00 0.01
-0.01 0.00 0.01
0.02 -0.01 0.00
0.00 -0.01 0.02
-0.01 0.01 0.00
0.00 0.01 0.00
0.04 0.01 -0.07
0.04 0.04 0.01
0.02 -0.01 0.02
0.00 -0.02 0.02
-0.02 0.00 0.00
-0.01 0.00 0.01
0.01 0.01 -0.02
0.00 0.00 -0.01
0.00 0.00 -0.02
0.02 0.03 0.04
0.01 0.00 0.01
0.01 -0.01 -0.01
-0.01 -0.01 -0.01
0.00 0.01 -0.01
0.02 -0.08 0.01
0.01 0.00 0.00
0.01 0.01 -0.01
0.00 0.01 0.00
0.10 -0.04 -0.06
0.04 0.01 0.03
-0.04 0.01 -0.04
0.11 0.01 0.04
-0.04 0.03 -0.01
-0.04 -0.11 -0.14
0.34 0.32 -0.42
0.03 0.08 0.12
0.01 0.02 0.01
-0.10 -0.16 0.03
-0.08 -0.01 -0.02
-0.03 -0.05 0.01
0.02 0.07 0.00
-0.01 -0.05 -0.03
0.02 0.05 0.00
0.02 -0.10 0.10
-0.34 -0.10 -0.21
-0.01 -0.01 -0.02
-0.01 -0.02 0.00
-0.01 0.00 0.01
0.02 0.02 0.00
0.06 -0.02 -0.09
-0.02 -0.02 0.00
0.02 0.00 0.02
0.01 0.00 0.00
0.01 0.02 0.01
0.00 0.01 0.02
-0.01 -0.02 -0.01
0.01 0.00 0.01
-0.04 -0.03 -0.02
-0.23 0.20 0.23
0.05 -0.19 -0.02
-0.02 -0.20 -0.02
-0.19 0.14 0.01
0.05 0.06 0.02
0.07 -0.01 -0.02
-0.02 -0.04 0.01
0.02 -0.01 0.01
-0.01 0.03 -0.02
-0.01 0.01 0.01
-0.07 -0.02 0.01
0.01 0.03 -0.01
0.11 0.19 0.07
0.01 -0.01 0.02
0.00 0.00 -0.02
0.00 0.01 0.01
-0.07 0.08 0.08
0.00 -0.01 -0.01
0.00 0.01 0.01

Calculated values
Largest force on an atom   1.199 eV Å⁻¹
LUMO (spin up / spin down)   -0.303 / -0.303 Eh
Charge   +3
HOMO-LUMO gap (spin up / spin down)   0.2682 / 0.2681 Ha